Entry 1:
ORCA calculation (the ωB97M-V functional and the def2-TZVPD basis) on a structure of composition C17H13NOS5Sc.

Output
- net charge = -1
- Kohn-Sham gap (Eh) = 0.2440
- 2S+1 = 1
- lowest unoccupied orbital energy (eV) = 2.53
- calculated total energy (a.u.) = -3537.489225

Cartesian coordinates (Å):
Sc: 0.486 0.477 -0.502
S: -1.669 1.803 -0.457
C: -1.284 3.227 0.532
C: -2.315 4.114 0.869
C: -2.094 5.257 1.619
C: -0.806 5.543 2.059
C: 0.228 4.678 1.739
C: 0.018 3.518 0.981
S: 1.425 2.492 0.642
H: -3.316 3.886 0.519
H: -2.918 5.918 1.858
H: -0.606 6.432 2.646
H: 1.234 4.895 2.080
S: 3.050 -2.930 1.484
C: 3.783 -2.700 -0.047
C: 3.122 -1.759 -0.780
C: 1.986 -1.187 -0.114
C: 1.855 -1.748 1.120
C: 0.775 -1.378 2.053
C: 0.661 -1.840 3.357
C: -0.396 -1.400 4.134
C: -1.314 -0.507 3.605
C: -1.135 -0.081 2.301
N: -0.124 -0.519 1.549
H: 4.657 -3.271 -0.324
H: 3.433 -1.473 -1.777
H: 1.401 -2.525 3.753
H: -0.494 -1.750 5.155
H: -2.148 -0.131 4.181
H: -1.793 0.629 1.814
C: 0.223 1.689 -5.510
O: -0.331 0.631 -4.728
C: 0.160 0.386 -3.513
S: 1.470 1.262 -2.900
S: -0.731 -0.742 -2.623
H: -0.597 2.041 -6.129
H: 1.025 1.291 -6.133
H: 0.605 2.491 -4.884

---

Entry 2:
ORCA calculation (the ωB97M-V functional and the def2-TZVPD basis) on a structure of composition C15H15N7O2RuS2.

Output
- net charge = +1
- Kohn-Sham gap (spin up / spin down) (Eh) = 0.2731 / 0.2552
- 2S+1 = 2
- lowest unoccupied orbital energy (spin up / spin down) (eV) = -3.62 / -4.11
- calculated total energy (a.u.) = -2005.499487
- <S²> = 0.757

Cartesian coordinates (Å):
Ru: -0.147 -0.335 0.517
N: 2.175 -3.906 -0.166
C: 1.554 -2.838 0.352
S: -0.113 -2.564 -0.101
N: 2.193 -2.060 1.186
N: 1.284 -1.153 1.661
C: 1.359 -0.765 2.880
C: 0.178 -0.087 3.380
C: 0.017 0.319 4.694
C: -1.221 0.800 5.089
C: -2.254 0.859 4.165
C: -2.013 0.462 2.864
N: -0.824 -0.004 2.473
H: 1.719 -4.491 -0.841
H: 3.098 -4.142 0.154
H: 2.216 -1.043 3.481
H: 0.841 0.246 5.389
H: -1.382 1.117 6.111
H: -3.236 1.209 4.445
H: -2.781 0.512 2.104
C: 0.493 -0.634 -5.038
N: 0.870 -0.151 -3.711
C: 1.940 0.673 -3.532
C: 2.299 1.167 -2.328
C: 1.505 0.745 -1.219
O: 1.607 1.104 -0.011
N: 0.513 -0.138 -1.419
C: 0.072 -0.551 -2.640
O: -0.937 -1.213 -2.810
H: 1.094 -0.116 -5.780
H: -0.561 -0.437 -5.212
H: 0.660 -1.707 -5.112
H: 2.480 0.924 -4.435
H: 3.133 1.838 -2.205
S: -3.505 2.161 -1.464
C: -2.488 3.149 -0.511
C: -1.512 2.403 0.056
N: -1.587 1.060 -0.246
C: -2.598 0.798 -1.039
H: -2.642 4.211 -0.428
H: -0.708 2.765 0.679
H: -2.792 -0.188 -1.433

---

Entry 3:
ORCA calculation (the ωB97M-V functional and the def2-TZVPD basis) on a cluster of 12 separate species, C57H141F5N21O22P7 in total in a non-equilibrium geometry.

Output
- net charge = 0
- Kohn-Sham gap (Eh) = 0.2923
- 2S+1 = 1
- lowest unoccupied orbital energy (eV) = 0.27
- calculated total energy (a.u.) = -7950.559716

Cartesian coordinates (Å):
C: 19.683 9.277 14.248
N: 21.037 9.320 13.887
C: 21.355 8.228 12.976
P: 21.806 10.808 13.761
O: 21.635 11.419 12.434
N: 21.415 11.698 15.148
C: 21.439 11.217 16.503
C: 21.834 13.141 15.142
N: 23.381 10.414 14.257
C: 24.485 11.236 13.730
C: 23.761 9.335 15.229
H: 19.258 10.119 14.794
H: 19.548 8.447 14.942
H: 19.124 8.989 13.358
H: 20.693 7.375 13.127
H: 22.393 7.901 13.041
H: 21.302 8.672 11.982
H: 20.728 11.747 17.136
H: 21.185 10.161 16.605
H: 22.437 11.299 16.933
H: 21.187 13.700 15.819
H: 22.869 13.236 15.468
H: 21.790 13.592 14.151
H: 24.111 12.202 13.391
H: 25.223 11.296 14.530
H: 24.984 10.668 12.944
H: 23.345 9.533 16.216
H: 24.843 9.316 15.360
H: 23.368 8.398 14.833
C: 14.491 6.189 13.933
N: 13.260 6.668 13.330
C: 13.192 8.149 13.338
P: 11.794 5.758 13.343
O: 10.611 6.353 12.576
N: 12.176 4.246 12.756
C: 11.373 3.055 13.140
C: 12.910 4.150 11.496
N: 11.506 5.456 14.993
C: 12.301 4.648 15.886
C: 10.303 6.098 15.587
H: 14.596 6.562 14.952
H: 15.475 6.492 13.575
H: 14.523 5.104 13.842
H: 12.328 8.415 12.728
H: 14.076 8.480 12.793
H: 13.079 8.650 14.299
H: 12.014 2.173 13.135
H: 10.845 3.126 14.091
H: 10.617 2.895 12.372
H: 12.165 3.996 10.715
H: 13.494 5.039 11.255
H: 13.456 3.210 11.576
H: 11.886 3.650 16.029
H: 13.286 4.458 15.460
H: 12.341 5.140 16.857
H: 9.406 5.587 15.235
H: 10.236 7.155 15.332
H: 10.354 6.068 16.675
C: 16.387 -2.313 7.087
N: 16.695 -1.048 6.452
C: 16.958 -0.031 7.455
P: 17.225 -1.014 4.809
O: 16.188 -1.460 3.786
N: 17.756 0.621 4.533
C: 16.771 1.615 4.271
C: 18.929 0.810 3.595
N: 18.701 -1.875 4.961
C: 19.650 -1.780 6.054
C: 19.015 -3.097 4.142
H: 17.179 -2.618 7.771
H: 16.304 -3.112 6.350
H: 15.461 -2.246 7.658
H: 17.659 -0.438 8.183
H: 16.069 0.307 7.987
H: 17.398 0.842 6.972
H: 16.274 1.357 3.336
H: 16.019 1.519 5.054
H: 17.194 2.620 4.272
H: 19.090 1.874 3.421
H: 19.751 0.436 4.205
H: 18.829 0.297 2.639
H: 19.587 -0.790 6.505
H: 19.314 -2.334 6.930
H: 20.670 -2.035 5.769
H: 20.002 -3.040 3.683
H: 18.318 -3.250 3.318
H: 19.037 -4.026 4.712
C: 10.881 -0.422 6.355
N: 11.993 0.583 6.581
C: 12.220 1.401 5.347
P: 11.911 1.385 8.025
O: 13.020 2.339 8.250
N: 10.360 2.155 8.134
C: 10.411 3.684 8.073
C: 9.072 1.531 8.434
N: 11.961 0.125 9.255
C: 11.710 0.484 10.685
C: 13.047 -0.804 9.220
H: 10.611 -0.889 7.303
H: 11.123 -1.114 5.548
H: 10.014 0.142 6.012
H: 12.129 0.717 4.503
H: 13.219 1.835 5.393
H: 11.516 2.220 5.203
H: 11.178 4.055 8.753
H: 10.620 4.123 7.098
H: 9.488 4.100 8.479
H: 9.142 0.454 8.280
H: 8.769 1.765 9.454
H: 8.384 1.939 7.694
H: 11.435 -0.439 11.196
H: 12.659 0.846 11.083
H: 10.887 1.190 10.789
H: 13.133 -1.218 8.215
H: 12.777 -1.703 9.775
H: 13.986 -0.318 9.483
C: 21.126 9.337 5.621
N: 22.268 8.289 5.850
C: 22.422 7.774 7.241
P: 23.419 7.725 4.696
O: 24.102 6.414 4.944
N: 22.411 7.564 3.306
C: 21.375 6.535 3.266
C: 23.061 7.702 1.994
N: 24.582 8.944 4.554
C: 24.258 10.308 3.963
C: 25.906 8.918 5.202
H: 21.601 10.299 5.431
H: 20.359 9.462 6.385
H: 20.670 9.162 4.646
H: 22.378 8.660 7.875
H: 23.383 7.274 7.362
H: 21.595 7.091 7.436
H: 21.812 5.561 3.042
H: 21.055 6.425 4.302
H: 20.623 6.819 2.530
H: 22.380 7.414 1.193
H: 23.079 8.752 1.702
H: 23.940 7.074 1.849
H: 25.075 10.698 3.356
H: 23.514 10.320 3.166
H: 24.140 11.110 4.692
H: 26.525 8.043 5.005
H: 25.782 8.817 6.280
H: 26.567 9.750 4.961
C: 16.376 3.173 9.172
N: 17.253 2.424 10.045
C: 16.682 1.380 10.901
P: 18.884 2.971 10.218
O: 19.636 2.260 11.278
N: 19.587 2.673 8.683
C: 19.297 3.387 7.427
C: 20.626 1.630 8.482
N: 18.900 4.707 10.397
C: 19.977 5.522 9.953
C: 18.126 5.332 11.523
H: 16.359 4.217 9.485
H: 15.348 2.812 9.191
H: 16.652 3.091 8.121
H: 17.327 1.312 11.777
H: 16.692 0.469 10.303
H: 15.675 1.688 11.183
H: 18.800 2.721 6.722
H: 18.612 4.190 7.700
H: 20.237 3.746 7.007
H: 21.062 1.279 9.417
H: 20.144 0.898 7.833
H: 21.467 2.122 7.992
H: 20.823 4.847 9.823
H: 19.698 6.095 9.069
H: 20.269 6.300 10.659
H: 17.360 4.644 11.880
H: 17.678 6.219 11.076
H: 18.787 5.680 12.317
C: 16.332 7.336 3.477
N: 15.770 7.559 4.833
C: 15.093 8.842 4.990
P: 15.733 6.281 6.026
O: 16.593 5.111 5.796
N: 15.894 6.987 7.599
C: 15.037 6.832 8.750
C: 17.064 7.738 7.940
N: 14.046 5.873 5.941
C: 12.963 6.732 6.376
C: 13.575 4.599 5.571
H: 16.133 8.199 2.843
H: 15.806 6.469 3.076
H: 17.353 7.067 3.745
H: 15.162 9.280 5.986
H: 14.045 8.649 4.765
H: 15.342 9.560 4.208
H: 14.662 7.819 9.022
H: 14.247 6.136 8.469
H: 15.558 6.501 9.648
H: 17.925 7.366 7.384
H: 17.029 8.678 7.389
H: 17.317 7.843 8.995
H: 13.137 7.807 6.330
H: 12.141 6.609 5.671
H: 12.600 6.367 7.337
H: 13.644 3.892 6.398
H: 14.102 4.100 4.757
H: 12.510 4.697 5.365
O: 15.329 -1.090 12.460
C: 14.693 -0.860 13.506
O: 14.825 -1.343 14.777
C: 13.790 -0.883 15.585
C: 13.334 0.392 14.839
F: 14.119 1.479 15.127
O: 13.612 -0.083 13.487
H: 12.934 -1.558 15.584
H: 14.171 -0.584 16.562
H: 12.296 0.721 14.883
O: 22.383 0.759 3.118
C: 22.825 1.671 3.883
O: 22.223 2.846 4.088
C: 23.125 3.764 4.605
C: 23.987 2.847 5.428
F: 23.473 2.585 6.634
O: 23.999 1.692 4.529
H: 23.773 4.153 3.820
H: 22.625 4.577 5.131
H: 25.002 3.209 5.591
O: 21.763 -2.674 8.431
C: 21.245 -2.065 9.409
O: 19.889 -1.789 9.412
C: 19.541 -0.972 10.508
C: 20.869 -0.799 11.230
F: 20.970 -1.412 12.419
O: 21.846 -1.465 10.481
H: 19.235 -0.004 10.110
H: 18.672 -1.181 11.132
H: 21.049 0.243 11.495
O: 23.420 5.495 10.028
C: 23.913 4.341 10.043
O: 24.802 3.840 9.162
C: 24.876 2.438 9.326
C: 24.712 2.462 10.862
F: 25.944 2.789 11.353
O: 23.747 3.454 10.995
H: 24.067 1.973 8.763
H: 25.878 2.086 9.079
H: 24.445 1.554 11.403
O: 19.220 8.731 10.017
C: 19.650 9.861 9.773
O: 18.893 10.956 9.797
C: 19.795 12.091 9.831
C: 20.832 11.512 8.948
F: 21.939 12.163 9.275
O: 20.927 10.244 9.510
H: 19.299 13.021 9.555
H: 20.184 12.235 10.839
H: 20.662 11.531 7.872